{"formula": "CH5INP", "method": "ωB97M-V/def2-TZVPD", "species": ["C", "N", "P", "I", "H", "H", "H", "H", "H"], "positions_angstrom": [[0.130, -0.879, -0.582], [0.391, 1.521, 0.505], [0.830, 0.815, -0.985], [3.718, -0.229, 0.299], [-0.915, -0.802, -0.278], [0.856, -1.057, 0.186], [0.321, -1.506, -1.449], [0.447, 2.554, 0.671], [-0.325, 1.291, 1.198]], "forces_ev_per_angstrom": [[0.56, 1.65, -1.04], [-0.74, 2.00, -0.60], [0.39, -0.26, 2.91], [-1.22, 0.45, -0.75], [0.20, -0.21, 0.01], [-0.09, -0.96, 0.79], [-0.22, -0.21, 0.18], [0.72, -1.23, -0.94], [0.40, -1.24, -0.56]], "homo_energy_ev": [-8.1621, -8.1629], "e_above_lowest_ev": 1.495, "energy_ev": -19996.93255, "total_charge": 0}